# C11H24ClI2N2P2Ru

A molecular structure, C11H24ClI2N2P2Ru in a non-equilibrium geometry (the ωB97M-V functional and the def2-TZVPD basis, the Open Molecules 2025 dataset).

Element x y z (Å)
I: 0.9644 2.0625 -4.0572
I: 0.3608 -2.4472 -3.1374
Ru: -0.6121 0.1123 0.2728
P: -2.3445 0.0804 -0.9438
C: -3.3852 0.3136 0.5599
C: -3.0267 1.2643 -2.1821
H: -4.0903 1.0688 -2.3839
H: -4.0958 -1.4475 -1.8509
H: -2.4752 1.1645 -3.1239
H: -2.5319 -1.5424 -2.7306
H: -3.1322 1.2832 0.9454
H: -2.9257 2.2900 -1.8491
C: -3.0023 -1.4664 -1.7402
H: -4.4169 0.2890 0.2955
H: -2.6925 -2.3428 -1.1833
H: -3.1225 -0.4342 1.2714
P: 2.1186 -0.0700 -1.0815
C: 3.1690 -0.0779 0.4382
C: 3.1390 -1.2656 -2.1620
H: 2.5674 1.3005 -3.1085
H: 4.1435 1.0672 -2.2141
H: 2.9423 2.2283 -1.5626
C: 3.0623 1.2823 -2.0404
H: 2.7042 -1.3053 -3.1901
H: 4.1495 -0.8418 -2.2564
H: 4.1714 -0.3164 0.1164
H: 2.8051 -0.8437 1.1212
H: 3.1717 -2.2738 -1.7755
H: 3.1120 0.8948 0.9057
Cl: -0.3356 -0.1274 -3.0192
N: -0.8084 -1.7936 1.8192
C: -0.6073 -0.7463 2.7759
C: -0.4666 -0.6044 4.2050
C: 0.3218 0.5097 4.7532
C: 0.7958 1.5269 3.8709
C: 0.4515 1.5127 2.5353
N: -0.2494 0.5194 2.1702
H: -0.4312 -1.6559 0.7320
H: -1.4632 -2.7016 2.0781
H: -0.8360 -1.4064 4.7989
H: 0.5755 0.4498 5.7982
H: 1.5106 2.2086 4.3689
H: 0.8147 2.2819 1.7605

Its expectation value of S² is 6.04. The highest occupied orbital energy (spin up / spin down) is -17.9103 / -17.9673 eV. For the energy above the lowest of the compared OMol25 structures with the same formula, charge and spin, the calculation gives 564.4 kJ/mol. The net charge is +3. Its spin multiplicity is 5. The largest force on an atom is 0.1323 hartree/bohr.

---

# C11H24ClO13

A molecular structure, C11H24ClO13 in a non-equilibrium geometry (the ωB97M-V functional and the def2-TZVPD basis, the Open Molecules 2025 dataset).

Element x y z (Å)
Cl: -0.3905 0.3889 0.4650
O: -0.4720 -1.0393 0.3118
O: 0.3577 0.7810 1.6083
O: 0.3320 0.8771 -0.7030
O: -1.6619 1.0063 0.5613
C: -3.2162 -1.5661 -1.2567
C: -2.2196 -1.4111 -2.4063
C: -1.2705 -0.1811 -2.3279
O: 0.0182 -0.8339 -2.4462
C: -0.1083 -2.1416 -2.3123
O: 0.8089 -2.9252 -2.0566
O: -1.3613 -2.5008 -2.2860
H: -2.7240 -1.7619 -0.3040
H: -3.7546 -2.4978 -1.4307
H: -3.9724 -0.8009 -1.0813
H: -2.5642 -1.5146 -3.4352
H: -1.4057 0.3481 -1.3846
H: -1.4828 0.5340 -3.1227
C: 2.4016 3.2308 -0.7789
C: 0.9318 3.4988 -0.3639
C: 0.4826 2.5610 0.7585
O: 0.3757 3.4135 1.9030
C: 0.4894 4.6998 1.5286
O: 0.1872 5.6571 2.2900
O: 0.9450 4.7794 0.2804
H: 3.1598 3.0195 -0.0248
H: 2.7541 4.0857 -1.3561
H: 2.4089 2.3856 -1.4671
H: 0.2221 3.5043 -1.1913
H: 1.2610 1.8250 0.9599
H: -0.4818 2.0767 0.6051
C: 0.2123 -0.6786 3.2835
O: -0.1343 -1.2477 4.5609
H: -0.0445 -1.3956 2.5037
H: -0.2742 0.2825 3.1171
H: 1.2861 -0.5244 3.1776
H: -1.0038 -1.6375 4.4447
C: -0.5356 -3.5848 1.5189
O: -0.4968 -3.2428 0.1303
H: -1.0790 -4.5179 1.6681
H: 0.4627 -3.7170 1.9359
H: -1.0858 -2.8012 2.0398
H: -0.4733 -2.2955 -0.0233
C: 2.4099 -0.9609 -1.2612
O: 2.2463 0.4081 -1.6412
H: 3.4388 -1.2805 -1.0956
H: 1.8295 -1.1823 -0.3655
H: 1.8949 -1.6718 -1.9072
H: 1.2969 0.5494 -1.6229

The highest occupied orbital energy is -5.8417 eV. The net charge is -1. The largest force on an atom is 0.1204 hartree/bohr.